Entry 1:
Below is one molecule with the formula C14H10F3NO2S, with properties calculated with ωB97M-V/def2-TZVPD.

XYZ file:
```
31
Properties=species:S:1:pos:R:3
O 3.055 1.159 -0.279
C 1.996 1.226 0.304
C 1.320 2.554 0.613
C 0.158 2.846 -0.343
C -1.130 2.154 0.054
O -1.199 1.384 0.994
C -2.299 2.467 -0.750
C -3.556 1.933 -0.585
C -4.484 2.419 -1.517
C -3.931 3.316 -2.383
S -2.270 3.585 -2.079
N 1.282 0.151 0.745
C 1.605 -1.192 0.620
C 2.796 -1.661 0.068
C 3.052 -3.016 -0.017
C 2.125 -3.931 0.447
F 2.378 -5.248 0.361
C 0.928 -3.496 1.003
F 0.020 -4.372 1.455
C 0.679 -2.135 1.085
F -0.479 -1.710 1.624
H 2.077 3.331 0.505
H 0.951 2.552 1.640
H 0.418 2.545 -1.362
H -0.037 3.921 -0.367
H -3.777 1.217 0.186
H -5.516 2.121 -1.550
H -4.409 3.838 -3.188
H 0.367 0.353 1.154
H 3.517 -0.947 -0.294
H 3.974 -3.377 -0.443
```

The energy is -1442.52904 Ha. Its SMILES is O=C(CCC(=O)c1cccs1)Nc1ccc(F)c(F)c1F. For the HOMO energy, the calculation gives -0.315 Ha. Its molar mass is 313.30 g/mol. Its gap between HOMO and LUMO is 0.298 Ha. Its spin multiplicity is 1. As for the net charge: 0.

***

Entry 2:
Below is one molecule with the formula C3H10NOP, with properties calculated with ωB97M-V/def2-TZVPD.

XYZ file:
```
16
Properties=species:S:1:pos:R:3
C -0.714 0.505 1.524
C 0.228 0.947 0.331
C -0.501 1.129 -0.994
N 1.294 -0.514 0.013
P 0.576 -1.902 -0.587
O 1.240 -2.665 -1.650
H -0.742 -0.570 1.754
H -0.358 0.978 2.419
H -1.720 1.050 1.437
H 0.985 1.690 0.505
H -0.239 2.217 -1.239
H -1.624 0.900 -1.036
H -0.024 0.400 -1.692
H 1.956 -0.021 -0.632
H 0.351 -2.679 0.714
H -0.709 -1.466 -0.866
```

The energy is -591.59359 Ha. Its SMILES is CC(C)N[PH2]=O. For the HOMO energy, the calculation gives -0.360 Ha. Its molar mass is 107.09 g/mol. Its gap between HOMO and LUMO is 0.389 Ha. Its spin multiplicity is 1. As for the net charge: 0. The value obtained for the energy above the lowest of the compared OMol25 structures with the same formula, charge and spin is 2.4251 eV.

***

Entry 3:
Below is C20H31Cl4LiN9 as an isolated structure, with properties calculated with ωB97M-V/def2-TZVPD.

XYZ file:
```
65
Properties=species:S:1:pos:R:3
Li 0.121 -0.316 -0.484
C -3.118 -2.109 -3.617
Cl -1.579 -2.919 -4.103
Cl -3.931 -2.887 -2.193
H -2.886 -1.084 -3.328
H -3.811 -2.147 -4.457
C 4.511 1.410 1.775
Cl 3.971 0.345 3.153
Cl 4.077 3.101 2.121
H 5.578 1.299 1.586
H 4.040 1.063 0.855
C 2.295 3.963 -0.726
C 1.631 2.718 -0.433
N 1.099 1.696 -0.171
H 3.244 3.756 -1.219
H 2.611 4.568 0.124
H 1.596 4.524 -1.345
C 0.462 3.641 2.995
C 1.130 4.825 2.430
N 1.648 5.778 1.970
H -0.276 3.236 2.303
H -0.075 3.883 3.912
H 1.168 2.890 3.350
C -1.187 -4.899 -1.286
C -0.836 -3.567 -0.824
N -0.446 -2.547 -0.466
H -1.155 -5.582 -0.437
H -0.528 -5.201 -2.101
H -2.201 -4.803 -1.674
C 1.896 -4.613 2.166
C 1.722 -5.807 1.339
N 1.652 -6.723 0.624
H 1.380 -4.655 3.125
H 1.535 -3.770 1.577
H 2.975 -4.549 2.309
C -1.139 2.871 -3.697
C -1.014 1.542 -3.026
N -0.864 0.511 -2.555
H -1.022 2.925 -4.779
H -0.454 3.563 -3.207
H -2.163 3.196 -3.516
C 0.714 0.175 3.891
C 1.089 -0.476 2.586
N 1.310 -0.955 1.576
H -0.202 0.757 3.789
H 1.512 0.806 4.282
H 0.470 -0.554 4.664
C -4.281 -0.515 0.617
C -2.829 -0.330 0.732
N -1.676 -0.082 0.766
H -4.631 -1.545 0.552
H -4.725 -0.075 -0.276
H -4.639 -0.112 1.564
C 3.080 -3.171 -1.930
C 2.399 -1.903 -1.850
N 1.876 -0.867 -1.874
H 3.983 -2.997 -1.346
H 3.296 -3.520 -2.939
H 2.461 -3.944 -1.473
C -3.971 3.294 -0.171
C -2.533 3.525 -0.358
N -1.404 3.710 -0.512
H -4.095 2.924 0.847
H -4.288 2.535 -0.886
H -4.573 4.191 -0.321
```

The energy is -3121.59919 Ha. For the HOMO energy, the calculation gives -0.480 Ha. Its molar mass is 546.28 g/mol. Its gap between HOMO and LUMO is 0.404 Ha. Its spin multiplicity is 1. As for the net charge: +1.

***

Entry 4:
Below is an isolated ion of composition C6H12N3O and charge +1, with properties calculated with ωB97M-V/def2-TZVPD.

XYZ file:
```
22
Properties=species:S:1:pos:R:3
C 2.069 -1.557 0.455
C 2.402 -0.120 -0.111
C 1.399 1.001 0.409
O 0.685 1.475 -0.743
C -0.622 1.935 -0.423
C -1.544 0.694 -0.248
N -2.424 0.699 0.750
N -3.022 -0.508 0.616
C -2.548 -1.229 -0.410
N -1.578 -0.466 -1.026
H 1.221 -1.959 -0.169
H 1.721 -1.444 1.514
H 2.930 -2.255 0.367
H 3.462 0.167 0.109
H 2.319 -0.178 -1.227
H 0.754 0.538 1.198
H 2.037 1.780 0.899
H -0.632 2.494 0.549
H -0.958 2.624 -1.237
H -3.760 -0.751 1.279
H -2.890 -2.244 -0.699
H -1.021 -0.696 -1.852
```

The energy is -475.04368 Ha. Its SMILES is CCCOCc1n[nH]c[nH+]1. For the HOMO energy, the calculation gives -0.506 Ha. Its molar mass is 142.18 g/mol. Its gap between HOMO and LUMO is 0.359 Ha. Its spin multiplicity is 1. As for the net charge: +1. The value obtained for the energy above the lowest of the compared OMol25 structures with the same formula, charge and spin is 2.9203 eV.

***

Entry 5:
Below is a 2-piece molecular cluster, CHClO2PS overall, with properties calculated with ωB97M-V/def2-TZVPD.

XYZ file:
```
7
Properties=species:S:1:pos:R:3
C 1.533 -1.226 -0.164
O -1.737 -1.863 0.411
O 1.812 -1.751 -1.154
P -1.470 -0.408 0.366
S 1.461 -0.380 1.059
Cl -3.059 0.564 -0.587
H -0.687 -0.284 -0.775
```

The energy is -1389.01138 Ha. For the HOMO energy, the calculation gives -0.108 Ha. Its molar mass is 143.51 g/mol. Its gap between HOMO and LUMO is 0.221 Ha. Its spin multiplicity is 1. As for the net charge: -1. The value obtained for the energy above the lowest of the compared OMol25 structures with the same formula, charge and spin is 1.7543 eV.

***

Entry 6:
Below is one molecule with the formula C5H11BrO2, with properties calculated with ωB97M-V/def2-TZVPD.

XYZ file:
```
19
Properties=species:S:1:pos:R:3
C 1.506 0.638 0.026
C 0.254 -0.192 0.077
C 0.152 -1.147 1.259
C 0.249 -1.075 -1.231
C -0.988 0.708 0.123
O -0.940 1.470 -1.011
O -1.054 1.534 1.226
Br -2.716 -0.380 0.085
H 1.709 0.979 -0.965
H 2.210 0.205 0.549
H 1.400 1.535 0.679
H -0.803 -1.834 1.251
H -0.039 -0.462 2.183
H 1.073 -1.834 1.234
H -0.779 -1.508 -1.578
H 0.489 -0.515 -2.042
H 0.917 -1.814 -1.198
H -1.716 1.273 -1.551
H -0.923 2.419 0.885
```

The energy is -2921.56233 Ha. Its SMILES is CC(C)(C)C(O)(O)Br. For the HOMO energy, the calculation gives -0.376 Ha. Its molar mass is 183.05 g/mol. Its gap between HOMO and LUMO is 0.398 Ha. Its spin multiplicity is 1. As for the net charge: 0. The value obtained for the energy above the lowest of the compared OMol25 structures with the same formula, charge and spin is 0.1095 eV.

***

Entry 7:
Below is C16H22BiBrI2NO3S2Sm as an isolated structure, with properties calculated with ωB97M-V/def2-TZVPD.

XYZ file:
```
49
Properties=species:S:1:pos:R:3
I -0.638 -3.527 -1.464
I -0.547 -2.298 -4.380
Sm -0.112 0.743 -3.368
Bi -0.044 -0.894 0.121
S 1.706 -0.472 -1.827
S -1.860 0.126 -1.490
C 2.013 0.443 1.537
C 3.602 -0.791 -2.141
C -3.796 0.226 -1.368
C 3.810 -0.687 -3.643
C 4.298 0.306 -1.350
C 3.921 -2.188 -1.632
C -4.359 -0.028 -2.756
C -4.032 1.639 -0.862
C -4.255 -0.840 -0.389
C 1.357 2.373 -2.216
C -1.005 2.968 -2.684
O 2.752 1.044 2.161
O 1.912 3.186 -1.605
O -1.341 3.997 -2.268
H 3.530 0.302 -4.027
H 3.237 -1.454 -4.181
H 4.875 -0.830 -3.868
H 4.021 1.300 -1.716
H 5.382 0.208 -1.468
H 4.072 0.237 -0.280
H 3.684 -2.301 -0.568
H 4.992 -2.407 -1.760
H 3.347 -2.941 -2.185
H -5.454 0.057 -2.728
H -4.103 -1.032 -3.115
H -3.988 0.697 -3.488
H -5.105 1.812 -0.725
H -3.666 2.396 -1.566
H -3.539 1.795 0.104
H -5.345 -0.779 -0.254
H -3.791 -0.720 0.598
H -4.012 -1.844 -0.756
Br -3.098 0.291 5.383
C -2.414 1.180 3.853
C -2.593 2.560 3.685
C -2.069 3.162 2.537
C -1.404 2.370 1.585
N -1.213 1.051 1.780
C -1.731 0.445 2.877
H -3.098 3.133 4.457
H -2.172 4.231 2.359
H -1.045 2.818 0.651
H -1.619 -0.634 2.948
```

The energy is -5740.10183 Ha. For the HOMO energy (spin up / spin down), the calculation gives -0.695 / -0.695 Ha. Its molar mass is 1033.54 g/mol. Its gap between HOMO and LUMO (spin up / spin down) is 0.112 / 0.113 Ha. The expectation value of S² is 8.92. Its spin multiplicity is 6. As for the net charge: +4. The value obtained for the energy above the lowest of the compared OMol25 structures with the same formula, charge and spin is 0.0000 eV.